Entry from OMol25: C3H5Br9Ca2F4O6P2Rb as an isolated structure at a distorted geometry (the ωB97M-V functional and the def2-TZVPD basis).

Its highest occupied orbital energy is -12.2 eV. The calculation puts the orbital gap at 8.721 eV. The net charge is +1. For the total energy, the calculation gives -712850.67054 eV. Its max |F| is 2.2 eV/A.

Element x y z (Å)
Rb 0.21713 3.85311 1.47925
Br 3.95996 -2.03000 -2.24453
Br 1.62076 -4.01092 -3.16761
Br 5.67135 0.73070 0.14620
Br 1.31814 -0.85658 -3.71161
Br -1.25492 -0.49987 4.68274
Br 2.91884 1.76046 -1.10460
Br 0.97115 -2.70153 5.18439
Br 3.84178 2.82865 1.76059
Br -1.83983 -3.53905 3.90197
Ca -2.38876 -0.33344 -2.10353
Ca -3.46996 -1.04456 1.13153
P -0.19954 -0.15424 0.51710
P -1.87180 3.11007 -2.26231
F 1.19234 -0.88436 0.64821
F -0.06783 1.19188 1.36346
F -3.42490 3.36910 -2.07144
F -1.43900 4.10389 -3.37496
O -1.73638 1.68510 -2.70920
O -1.20011 -0.97361 1.29289
O -3.18219 0.72173 -0.22420
O -0.36820 0.03727 -0.93574
O -2.91998 -1.96872 -0.83059
O -1.24752 3.53476 -0.97871
C -0.46885 -2.16827 4.04538
C 3.84887 1.32860 0.54466
C 2.05710 -2.22184 -2.53466
H 1.58191 -2.10735 -1.57152
H -0.06645 -1.98396 3.06007
H 3.36554 0.47254 0.99281
H -2.84007 1.61036 -0.14825
H -2.57857 -2.85992 -0.77779

Forces on atoms 1 to 6 (eV/Å):
-0.1 0.3 -0.5
-0.4 0.1 -0.1
0.1 0.4 0.1
-0.6 0.3 0.2
0.2 -0.3 0.2
0.0 -0.2 -0.2

These are the Mulliken partial charges, in e, on atoms 1 to 8:
1. Rb 1.031
2. Br -0.011
3. Br -0.031
4. Br -0.022
5. Br -0.043
6. Br -0.050
7. Br 0.021
8. Br 0.004



Entry from OMol25: a 2-piece molecular cluster, C3H5BrN2 overall at a distorted geometry (the ωB97M-V functional and the def2-TZVPD basis).

Its highest occupied orbital energy (alpha / beta) is -9.0 / -9.0 eV. The calculation puts the orbital gap (alpha / beta) at 7.825 / 7.824 eV. The net charge is 0. For the total energy, the calculation gives -76211.51174 eV. Its max |F| is 2.4 eV/A. Its energy relative to the best compared isomer or geometry (same formula, charge and spin) is 176.17 kJ/mol.

Element x y z (Å)
Br 0.62808 1.96043 -1.14495
N -2.21606 1.15359 2.13343
N -0.25842 -0.61271 -1.43087
C -1.59275 0.76178 1.21212
C 0.29984 0.21926 -0.56197
C 1.04957 -0.37510 0.50556
H -0.75573 -1.33904 -0.92648
H -0.86897 -0.29220 -2.17957
H 0.93151 0.27495 1.35077
H 0.63048 -1.44568 0.74100
H 2.15245 -0.30528 0.30095

Forces on atoms 1 to 6 (eV/Å):
0.0 -0.3 0.2
1.1 -0.7 -1.6
-1.5 0.2 0.3
-0.5 0.5 0.8
-0.9 0.4 -1.5
0.8 -1.5 1.7

These are the Mulliken partial charges, in e, on atoms 1 to 8:
1. Br 0.010
2. N -0.481
3. N -0.431
4. C -0.190
5. C 0.396
6. C -0.880
7. H 0.298
8. H 0.310



Entry from OMol25: a single C3H5BrN2 molecule at a distorted geometry (the ωB97M-V functional and the def2-TZVPD basis).

Its highest occupied orbital energy (alpha / beta) is -9.8 / -9.8 eV. The calculation puts the orbital gap (alpha / beta) at 8.587 / 8.587 eV. The net charge is 0. For the total energy, the calculation gives -76208.92523 eV. Its max |F| is 9.9 eV/A. The SMILES is C=CC/N=N\Br. Its energy relative to the best compared isomer or geometry (same formula, charge and spin) is 425.73 kJ/mol.

Element x y z (Å)
Br 2.63256 0.54592 -1.63044
N 1.25094 -0.30173 -2.37304
N -0.15399 -0.45786 -1.77827
C -0.58056 0.03077 1.77997
C -0.59477 -0.61945 0.62859
C -0.29251 0.25221 -0.63684
H -1.22558 0.85388 -0.65216
H 0.49576 0.79824 -0.15820
H -0.79533 -1.62985 0.25533
H -0.15292 1.05597 1.82770
H -0.58360 -0.52811 2.73736

Forces on atoms 1 to 6 (eV/Å):
0.5 0.9 1.2
-8.2 -2.7 0.9
8.8 0.9 -4.4
1.4 -1.1 1.2
-0.3 0.3 -1.9
-2.1 0.9 4.2

These are the Mulliken partial charges, in e, on atoms 1 to 8:
1. Br 0.051
2. N -0.177
3. N -0.227
4. C -0.820
5. C -0.060
6. C -0.210
7. H 0.286
8. H 0.259



Entry from OMol25: a single C3H5BrO2 molecule (the ωB97M-V functional and the def2-TZVPD basis).

Its highest occupied orbital energy is -10.3 eV. The calculation puts the orbital gap at 10.308 eV. The net charge is 0. For the total energy, the calculation gives -77329.28653 eV. Its max |F| is 0.8 eV/A. The SMILES is C[C@](O)(Br)C=O. Its energy relative to the best compared isomer or geometry (same formula, charge and spin) is 0.00 kJ/mol.

Element x y z (Å)
Br -2.13869 0.65736 0.12545
O -0.09172 -0.45064 -1.53215
O -0.41141 -2.26554 0.37615
C -0.25851 -1.12910 0.73736
C 0.74685 1.14301 0.03418
C -0.17065 -0.01131 -0.26847
H 0.57357 1.94642 -0.67765
H -0.22483 -0.82260 1.79208
H 0.58536 1.51139 1.04334
H -0.38672 -1.38258 -1.55943
H 1.77676 0.80359 -0.07088

Forces on atoms 1 to 6 (eV/Å):
0.4 0.0 -0.1
0.2 -0.1 -0.2
0.1 0.0 0.0
-0.1 -0.1 0.1
-0.1 -0.2 -0.1
-0.7 0.3 0.1

These are the Mulliken partial charges, in e, on atoms 1 to 8:
1. Br -0.201
2. O -0.536
3. O -0.496
4. C 0.117
5. C -1.163
6. C 0.480
7. H 0.335
8. H 0.360



Entry from OMol25: a 2-piece molecular cluster, C3H5BrS overall at a distorted geometry (the ωB97M-V functional and the def2-TZVPD basis).

Its highest occupied orbital energy is -8.0 eV. The calculation puts the orbital gap at 7.384 eV. The net charge is 0. For the total energy, the calculation gives -84062.85281 eV. Its max |F| is 2.9 eV/A. Its energy relative to the best compared isomer or geometry (same formula, charge and spin) is 619.94 kJ/mol.

Element x y z (Å)
Br 2.90289 -0.23366 0.23202
S -0.86642 -1.15115 0.66934
C 1.94708 0.58940 -1.04886
C 0.02607 -1.12132 -0.69215
C -1.27816 0.67868 0.82626
H 2.44733 0.26109 -2.07360
H -2.27547 0.82747 0.38679
H -1.44708 0.98015 1.89490
H -0.26973 0.99929 0.49217
H 0.42937 -2.12939 -0.91877

Forces on atoms 1 to 6 (eV/Å):
1.2 -1.0 1.3
-0.2 0.6 -0.1
-0.7 0.7 -2.7
0.6 -0.1 0.0
0.3 -1.2 1.6
-1.0 0.2 1.8

These are the Mulliken partial charges, in e, on atoms 1 to 8:
1. Br 0.027
2. S 0.079
3. C -0.352
4. C -0.474
5. C -0.592
6. H 0.190
7. H 0.282
8. H 0.298



Entry from OMol25: an isolated ion of composition C3H5Cl2FN4 and charge +2 at a distorted geometry (the ωB97M-V functional and the def2-TZVPD basis).

Its highest occupied orbital energy is -19.5 eV. The calculation puts the orbital gap at 9.209 eV. The net charge is +2. For the total energy, the calculation gives -36892.86512 eV. Its max |F| is 5.1 eV/A. The SMILES is [H]/N=C/N/C(Cl)=[NH+]\C(Cl)=[NH+]/F. Its energy relative to the best compared isomer or geometry (same formula, charge and spin) is 99.28 kJ/mol.

Element x y z (Å)
Cl 0.30164 -0.82241 -2.20279
Cl 2.61261 -0.32184 1.88093
F -1.85617 -2.39354 0.49892
N 1.20666 1.27100 0.32596
N -0.93407 1.28296 -0.39001
N -1.35088 -1.84529 -0.62308
N 0.38144 -0.97196 0.56714
C 1.32767 0.04384 0.88712
C 0.04345 1.99651 -0.04464
C -0.21363 -1.21588 -0.64421
H 0.21121 -1.46870 1.35536
H -1.80810 1.76134 -0.62112
H 0.03358 3.02823 0.01773
H -2.01077 -2.22542 -1.35561
H 2.05536 1.88117 0.34831

Forces on atoms 1 to 6 (eV/Å):
0.4 0.0 0.9
-0.5 0.0 -0.3
0.6 0.6 0.8
2.5 -0.5 1.4
-0.1 0.2 -0.1
-1.7 -1.8 -0.8

These are the Mulliken partial charges, in e, on atoms 1 to 8:
1. Cl 0.060
2. Cl 0.062
3. F -0.108
4. N -0.073
5. N -0.388
6. N 0.022
7. N -0.170
8. C 0.420